{
  "formula": "C5H6N2OS",
  "method": "ωB97M-V with the def2-TZVPD basis set",
  "e_lumo_ev": 0.335,
  "total_charge": 0,
  "largest_force_ha_per_bohr": 0.1062,
  "de_lowest_ev": 2.5341,
  "homo_lumo_gap_ha": 0.343,
  "elements": ["C", "C", "C", "C", "C", "N", "N", "O", "S", "H", "H", "H", "H", "H", "H"],
  "xyz": [[1.9162, 1.4953, -0.0485], [0.6858, 1.0116, -0.2296], [2.0568, -0.6518, 0.1652], [-0.3261, -1.2094, 0.1996], [-2.0596, -0.3094, -0.5856], [2.7639, 0.4262, 0.2088], [0.7613, -0.3648, 0.0151], [-0.2869, -2.3298, 0.6074], [-2.9694, 0.6746, 0.5603], [2.4184, 2.4821, -0.1120], [-0.1968, 1.6045, -0.4694], [2.3295, -1.7764, 0.1829], [-2.6162, -1.1936, -0.8182], [-1.5841, 0.2850, -1.2552], [-2.8929, -0.1441, 1.5792]],
  "atomic_forces_ev_per_a": [[1.860, -0.088, 0.107], [-1.346, 1.220, 0.150], [1.628, -2.445, 0.859], [-2.781, 0.639, -1.406], [1.872, -3.075, 4.105], [1.411, -0.466, -0.378], [-2.471, 0.964, -0.937], [-0.009, 0.949, -0.259], [-0.005, 1.024, -0.163], [-1.096, -0.714, -0.013], [0.105, -0.748, 0.321], [-0.031, 2.344, 0.341], [0.156, -0.306, -0.831], [0.790, 1.282, -2.552], [-0.084, -0.578, 0.655]],
  "nbo_charge": [-0.083, -0.097, 0.211, 0.749, -0.574, -0.444, -0.470, -0.533, 0.003, 0.231, 0.232, 0.224, 0.224, 0.203, 0.126]
}

---

{
  "formula": "H10O5",
  "method": "ωB97M-V with the def2-TZVPD basis set",
  "e_lumo_ev": 0.331,
  "smiles": "O.O.O.O.O",
  "total_charge": 0,
  "largest_force_ha_per_bohr": 0.0134,
  "de_lowest_ev": 0.8403,
  "homo_lumo_gap_ha": 0.403,
  "elements": ["O", "H", "H", "O", "H", "H", "O", "H", "H", "O", "H", "H", "O", "H", "H"],
  "xyz": [[-2.5870, 0.3709, 1.1457], [-1.7570, 0.6578, 0.7648], [-2.4190, -0.5242, 1.4404], [0.1599, 0.0313, 0.0547], [0.6180, -0.6211, -0.4753], [0.3778, -0.1977, 0.9582], [0.9512, -0.5427, 2.5771], [0.7258, -1.2346, 3.1990], [0.8946, 0.2656, 3.0866], [-0.0384, 2.6303, -1.3319], [0.0966, 1.7283, -1.0413], [0.4924, 2.7090, -2.1245], [0.9594, -1.4305, -2.5828], [0.1737, -1.5397, -3.1186], [1.3521, -2.3029, -2.5519]],
  "atomic_forces_ev_per_a": [[-0.459, 0.160, 0.307], [0.315, -0.016, -0.350], [0.055, -0.178, -0.022], [-0.302, 0.314, -0.534], [0.051, -0.190, -0.542], [0.234, -0.090, 0.613], [0.131, -0.082, 0.096], [-0.086, -0.271, 0.097], [0.020, 0.353, 0.122], [-0.122, 0.427, -0.128], [0.049, -0.521, 0.391], [0.092, 0.087, -0.173], [0.131, 0.173, 0.256], [-0.279, 0.065, -0.120], [0.169, -0.230, -0.013]],
  "nbo_charge": [-0.948, 0.487, 0.458, -1.004, 0.492, 0.495, -0.948, 0.485, 0.488, -0.957, 0.490, 0.459, -0.947, 0.478, 0.472]
}

---

{
  "formula": "C7H7O3S3",
  "method": "ωB97M-V with the def2-TZVPD basis set",
  "e_lumo_ev": 2.645,
  "smiles": "C=C[C@H](Sc1cccs1)S(=O)(=O)[O-]",
  "total_charge": -1,
  "largest_force_ha_per_bohr": 0.0584,
  "de_lowest_ev": 0.4173,
  "homo_lumo_gap_ha": 0.273,
  "elements": ["C", "C", "C", "C", "C", "C", "C", "O", "O", "O", "S", "S", "S", "H", "H", "H", "H", "H", "H", "H"],
  "xyz": [[2.7195, 0.6317, 0.8107], [1.3271, 0.6666, 0.6658], [3.4205, 0.8231, -0.3890], [1.0000, 0.9990, -0.6920], [0.1244, -1.7346, 0.1971], [-0.9458, -0.9908, 0.4626], [-1.6818, -0.3768, -0.6213], [-3.0577, 0.6937, 1.3109], [-4.0533, -0.9463, -0.2029], [-3.5066, 1.3354, -1.0166], [2.3927, 1.2528, -1.6857], [-0.5429, 1.2715, -1.3834], [-3.2423, 0.2806, -0.0656], [3.3112, 0.3416, 1.7327], [0.5559, 0.5186, 1.4166], [4.5282, 0.9584, -0.5216], [0.5508, -2.2325, 0.9922], [0.6128, -1.8060, -0.8023], [-1.4776, -0.7243, 1.3655], [-2.0349, -0.9618, -1.5738]],
  "atomic_forces_ev_per_a": [[2.339, -0.915, -0.097], [-0.300, 1.187, -2.372], [1.050, 0.768, 1.003], [0.223, -0.005, 1.790], [-0.700, 0.572, -0.999], [-0.527, -0.950, -1.903], [-0.038, 1.108, -2.792], [0.010, 0.349, 0.419], [0.171, 0.933, 0.105], [-0.639, 0.332, -0.141], [-0.328, -0.817, 0.859], [-1.693, -1.298, 0.588], [-0.507, -0.999, -0.500], [-1.050, 0.515, -1.077], [0.580, 0.269, -0.175], [-1.359, -0.329, 0.332], [1.364, -1.088, 1.499], [-0.769, -0.008, 0.858], [0.710, -0.579, 0.822], [1.462, 0.955, 1.779]],
  "nbo_charge": [-0.262, -0.275, -0.482, -0.431, -0.349, -0.280, -0.512, -1.025, -1.024, -1.013, 0.455, 0.189, 2.400, 0.216, 0.252, 0.225, 0.183, 0.203, 0.263, 0.267]
}

---

{
  "formula": "C19H19N5O5SW",
  "method": "ωB97M-V with the def2-TZVPD basis set",
  "e_lumo_ev": [-8.818, -8.886],
  "total_charge": 2,
  "largest_force_ha_per_bohr": 0.0293,
  "de_lowest_ev": 2.2901,
  "s2": 2.02,
  "multiplicity": 3,
  "homo_lumo_gap_ha": [0.226, 0.225],
  "elements": ["W", "O", "N", "N", "O", "C", "C", "C", "C", "C", "C", "H", "H", "H", "H", "H", "N", "C", "N", "C", "C", "C", "C", "C", "H", "H", "H", "H", "H", "H", "H", "H", "H", "H", "O", "S", "O", "N", "C", "O", "C", "C", "C", "C", "C", "C", "H", "H", "H", "H"],
  "xyz": [[-1.3574, 2.1390, 1.2471], [0.4266, 1.8872, 0.4856], [1.3601, 1.2430, 1.1441], [0.9077, 0.7005, 2.1782], [-0.3863, 0.8453, 2.4537], [1.7600, 0.0393, 3.1193], [1.2079, -0.4148, 4.3098], [2.0394, -1.0408, 5.2214], [3.3882, -1.2057, 4.9380], [3.9179, -0.7484, 3.7368], [3.1082, -0.1211, 2.8101], [0.1562, -0.2831, 4.5137], [1.6341, -1.4027, 6.1557], [4.0315, -1.6950, 5.6565], [4.9684, -0.8820, 3.5208], [3.5095, 0.2388, 1.8742], [-2.1161, 0.7572, -0.0360], [-2.6376, 0.2072, -0.9318], [-3.2003, -0.3847, -1.9002], [-3.2683, 0.2562, -3.2478], [-4.7271, 0.4811, -3.6143], [-5.5220, -0.8188, -3.5124], [-5.4080, -1.4290, -2.1158], [-3.9527, -1.6606, -1.7406], [-2.7871, -0.4357, -3.9412], [-2.6930, 1.1797, -3.2201], [-4.7635, 0.8784, -4.6290], [-5.1530, 1.2428, -2.9556], [-5.1545, -1.5331, -4.2550], [-6.5685, -0.6327, -3.7493], [-5.9283, -2.3860, -2.0686], [-5.8741, -0.7721, -1.3761], [-3.4829, -2.3810, -2.4121], [-3.8282, -2.0084, -0.7167], [-0.1445, 3.5907, 2.4079], [-0.9393, 4.7959, 2.8662], [-0.2561, 5.8305, 3.5236], [-1.7589, 5.1554, 1.5054], [-2.5304, 4.1190, 1.3381], [-2.6197, 3.4149, 0.2423], [-2.9074, 3.3514, 2.5836], [-3.5775, 2.1207, 2.6611], [-3.6536, 1.5146, 3.9280], [-3.0509, 2.0869, 5.0328], [-2.2602, 3.2470, 4.9213], [-2.2045, 3.8420, 3.6949], [-4.1646, 1.7374, 1.8340], [-4.2190, 0.5997, 4.0402], [-3.1498, 1.6105, 5.9992], [-1.6926, 3.6214, 5.7633]],
  "atomic_forces_ev_per_a": [[0.964, -1.119, -0.297], [-0.059, 0.163, 0.169], [0.042, -0.190, -0.067], [-0.162, 0.364, -0.216], [0.091, 0.189, -0.080], [0.211, -0.393, 0.268], [-0.089, 0.064, -0.126], [0.058, -0.019, 0.016], [-0.023, 0.000, 0.008], [0.006, -0.016, 0.028], [-0.108, 0.070, -0.080], [-0.004, -0.005, 0.012], [-0.014, 0.005, -0.003], [0.003, -0.001, -0.003], [-0.002, 0.007, -0.011], [0.020, -0.003, 0.004], [-0.095, 0.153, 0.187], [-0.068, -0.043, 0.110], [0.092, 0.034, -0.048], [-0.073, 0.058, -0.134], [0.035, -0.040, -0.009], [-0.028, 0.012, 0.034], [0.017, 0.010, -0.047], [-0.095, -0.086, 0.044], [0.023, -0.003, 0.025], [0.004, -0.011, 0.027], [0.008, 0.004, 0.001], [-0.004, 0.003, 0.004], [0.002, -0.002, -0.002], [0.001, -0.002, -0.004], [0.010, -0.008, 0.007], [-0.003, 0.004, 0.003], [0.035, 0.015, 0.010], [0.010, 0.019, 0.001], [-0.025, 0.095, -0.034], [-0.250, -0.043, -0.057], [0.019, 0.006, 0.044], [-0.039, 0.164, 0.040], [-0.156, 0.308, 0.115], [-0.058, 0.124, -0.084], [-0.044, -0.219, 0.074], [-0.290, 0.305, 0.162], [-0.032, -0.033, -0.005], [0.004, 0.015, -0.006], [0.026, 0.076, 0.051], [0.007, -0.032, -0.102], [0.042, 0.010, -0.037], [-0.007, 0.006, 0.006], [-0.001, -0.009, -0.001], [-0.002, -0.005, 0.002]],
  "mulliken_spin": [1.815, -0.017, 0.026, 0.024, 0.008, 0.003, 0.005, -0.002, 0.005, -0.001, 0.002, -0.002, 0.000, 0.000, 0.000, -0.001, -0.075, 0.103, -0.008, 0.009, 0.000, 0.000, 0.001, 0.009, 0.001, -0.001, 0.000, 0.000, 0.000, 0.000, 0.000, 0.000, 0.000, 0.000, 0.003, 0.000, 0.001, 0.096, -0.086, -0.021, 0.010, 0.040, 0.010, 0.006, 0.007, 0.022, 0.005, 0.002, 0.000, 0.001]
}

---

{
  "formula": "C19H20AuN3S2SeSi2",
  "method": "ωB97M-V with the def2-TZVPD basis set",
  "e_lumo_ev": 4.534,
  "total_charge": -2,
  "largest_force_ha_per_bohr": 0.0408,
  "homo_lumo_gap_ha": 0.212,
  "elements": ["Au", "C", "Si", "C", "C", "C", "C", "C", "C", "C", "Si", "C", "C", "H", "H", "H", "H", "H", "H", "H", "H", "H", "H", "H", "H", "H", "H", "H", "H", "S", "C", "S", "C", "C", "N", "C", "N", "Se", "C", "C", "C", "N", "C", "C", "H", "H", "H", "H"],
  "xyz": [[-0.0045, -0.1231, -0.2184], [3.2702, -1.0232, 1.1547], [2.3903, -0.1001, -0.2256], [3.3695, -0.4564, -1.8127], [2.6792, 1.7567, 0.0741], [3.9811, 2.1649, 0.3860], [4.2807, 3.4800, 0.7057], [3.2615, 4.4244, 0.7054], [1.9728, 4.0317, 0.3784], [1.6579, 2.7050, 0.0640], [-0.1670, 2.2582, -0.2797], [-0.5102, 3.1454, -1.9308], [-1.1516, 3.2387, 0.9996], [4.3565, -0.9105, 1.1088], [3.0301, -2.0889, 1.1218], [2.9119, -0.6407, 2.1122], [4.4352, -0.2798, -1.6543], [3.0331, 0.1878, -2.6273], [3.2379, -1.4918, -2.1373], [4.7834, 1.4318, 0.3916], [5.2952, 3.7646, 0.9626], [3.4700, 5.4555, 0.9694], [1.1853, 4.7796, 0.3796], [-0.3849, 4.2258, -1.8284], [-1.5266, 2.9540, -2.2851], [0.1762, 2.7965, -2.7056], [-1.1440, 4.3139, 0.8017], [-0.7233, 3.0551, 1.9860], [-2.1922, 2.9076, 1.0374], [-2.5785, -0.8970, -0.4064], [-1.8588, -2.0455, 0.6612], [-0.3627, -2.6475, 0.0434], [-2.3876, -2.4214, 1.8807], [-3.6202, -1.8828, 2.3498], [-4.6312, -1.4858, 2.7395], [-1.7825, -3.3884, 2.7330], [-1.3731, -4.1880, 3.4567], [0.4119, 0.6575, 3.1081], [0.2184, 0.2236, 4.9316], [1.3344, -0.0083, 5.7492], [1.1499, -0.2325, 7.1007], [-0.0390, -0.2538, 7.7096], [-1.1004, -0.0706, 6.9180], [-1.0349, 0.1634, 5.5564], [2.3271, 0.0049, 5.3190], [2.0090, -0.3963, 7.7483], [-2.0660, -0.1015, 7.4170], [-1.9356, 0.3103, 4.9756]],
  "atomic_forces_ev_per_a": [[-1.405, -1.513, -0.375], [-0.413, -0.260, 0.054], [-0.107, 1.340, 0.370], [-0.616, -0.305, -0.224], [0.490, -0.244, 0.118], [0.081, 0.101, -0.068], [-0.030, -0.035, -0.034], [-0.014, -0.018, -0.036], [0.084, 0.086, -0.062], [-0.256, 0.361, 0.125], [1.353, 0.421, 0.048], [-0.218, -0.578, -0.191], [-0.280, -0.537, 0.124], [0.008, 0.073, -0.173], [0.025, -0.026, 0.007], [-0.065, 0.016, -0.017], [-0.008, 0.046, 0.159], [0.000, 0.025, 0.000], [0.065, -0.029, -0.016], [0.008, 0.000, 0.044], [0.000, 0.004, 0.015], [-0.002, 0.006, -0.007], [-0.007, 0.007, 0.043], [0.041, -0.008, 0.164], [-0.030, 0.037, -0.010], [0.015, -0.008, -0.001], [0.099, -0.030, -0.217], [-0.015, -0.052, 0.005], [-0.023, 0.011, 0.006], [0.292, 1.054, 0.302], [-0.038, -0.109, -0.112], [1.024, 0.180, 0.226], [-0.115, 0.024, -0.149], [-0.119, 0.049, -0.066], [0.018, -0.015, 0.024], [0.064, -0.069, 0.025], [0.030, -0.017, -0.065], [0.091, 0.015, -0.096], [0.035, 0.092, -0.385], [-0.202, -0.026, 0.227], [0.001, 0.033, -0.052], [-0.017, -0.080, 0.156], [0.010, 0.053, -0.054], [0.140, -0.056, 0.236], [0.007, 0.012, 0.003], [0.027, -0.006, -0.029], [-0.021, -0.016, -0.034], [-0.007, -0.009, -0.008]],
  "nbo_charge": [0.545, -1.157, 1.300, -1.129, -0.477, -0.151, -0.254, -0.218, -0.213, -0.443, 1.230, -1.120, -1.143, 0.211, 0.241, 0.285, 0.221, 0.228, 0.226, 0.181, 0.190, 0.189, 0.192, 0.217, 0.223, 0.224, 0.208, 0.280, 0.242, -0.277, -0.223, -0.266, -0.488, 0.342, -0.410, 0.337, -0.398, -0.496, -0.120, -0.312, 0.015, -0.505, 0.021, -0.307, 0.210, 0.160, 0.166, 0.224]
}